This record from OMol25 describes 2 unconnected molecules or ions with the total composition C4H9PS in a non-equilibrium geometry. The level of theory is the ωB97M-V functional and the def2-TZVPD basis.

## Properties
LUMO (eV): -1.27
Energy relative to the best compared isomer or geometry (same formula, charge and spin) (eV): 5.9973
Highest occupied orbital energy (Eh): -0.28254
Frontier orbital gap (hartree): 0.2357
Molar mass (Da): 120.157

Geometry (Å):
1 C 1.50690 1.19862 -1.26223
2 C 2.56017 0.22880 -0.77919
3 C 1.22985 2.29588 -0.24196
4 C -2.89701 -2.51428 0.76663
5 P -2.65948 0.48238 0.04162
6 S -2.80190 -0.81978 1.56617
7 H 3.32088 0.22880 -1.55034
8 H 2.37876 -0.83311 -0.77608
9 H 2.99618 0.53766 0.20566
10 H 1.21703 3.19058 -0.72852
11 H 0.28797 2.12765 0.26704
12 H 1.93824 2.33127 0.57667
13 H -2.63187 -3.23183 1.52441
14 H -2.41552 -2.42390 -0.17994
15 H -4.03021 -2.79870 0.57007

Quick look at the natural (NBO) charges, all values in e: 0.20, -0.81, -0.78, -0.75, 0.03, 0.04, 0.27, 0.26, 0.18, 0.24, 0.27, 0.18, 0.22, 0.24, 0.22